C4H3I | ωB97M-V/def2-TZVPD

```
8
Properties=species:S:1:pos:R:3:nbo_charge:R:1
I -3.331 0.010 -0.050 0.04
C -1.241 0.246 0.581 -0.32
C -0.356 1.364 -0.162 -0.04
C 0.721 0.612 -0.190 -0.23
C -0.292 -0.402 -0.298 -0.16
H -1.220 0.291 1.608 0.23
H 1.738 0.575 -0.400 0.23
H -0.324 -1.124 -1.185 0.24
```

## Properties
Structure (SMILES): I[C@@H]1C2=C[C@H]21
E_LUMO (Eh): 0.017
F_max (eV Å⁻¹): 4.122
Relative energy (zero: lowest compared OMol25 entry of this formula, charge and spin) (kcal/mol): 51.5
E_HOMO (eV): -9.0